# 1
{"formula": "C2H3NOS", "method": "the ωB97M-V functional and the def2-TZVPD basis", "species": ["N", "C", "O", "H", "C", "S", "H", "H"], "coordinates": [[0.055, 0.751, 0.758], [-0.954, 1.122, 0.227], [-1.812, 1.571, -0.405], [0.351, 0.330, 1.593], [0.529, -0.885, -0.645], [0.638, -2.166, 0.377], [-0.248, -0.477, -1.260], [1.440, -0.247, -0.645]], "forces_ev_per_angstrom": [[-0.488, 1.514, -0.347], [0.409, 0.681, 0.999], [-0.664, -0.079, -0.463], [-0.006, -0.451, 0.903], [2.590, -0.526, 1.319], [-0.643, 0.162, -1.211], [-0.607, -0.719, -0.494], [-0.591, -0.582, -0.706]], "lowdin_charge": [0.1452, -0.4043, 0.1887, 0.0807, -0.6037, 0.5508, 0.0161, 0.0266], "smiles": "N=C=O.C=S", "de_lowest_ev": 1.7373, "homo_lumo_gap_ev": [8.457, 8.456], "e_homo_ha": [-0.31986, -0.31985], "lumo_ev": [-0.25, -0.25]}

# 2
{"formula": "C25H30AsF6N3O2PtSb", "method": "the ωB97M-V functional and the def2-TZVPD basis", "species": ["Pt", "C", "C", "C", "C", "C", "C", "N", "Sb", "C", "C", "C", "C", "C", "C", "N", "C", "C", "C", "C", "C", "C", "N", "H", "H", "H", "H", "H", "H", "H", "H", "H", "H", "H", "H", "H", "H", "H", "H", "H", "H", "C", "As", "C", "C", "O", "H", "H", "H", "H", "H", "H", "H", "H", "H", "C", "C", "O", "C", "F", "F", "F", "C", "F", "F", "F", "H", "H", "H"], "coordinates": [[0.063, -0.257, -0.253], [-3.463, -0.194, -1.129], [-2.609, -0.134, -2.365], [-3.126, 0.294, -3.587], [-2.322, 0.312, -4.708], [-1.029, -0.201, -4.623], [-0.582, -0.641, -3.389], [-1.330, -0.545, -2.277], [1.151, -1.906, -3.217], [0.136, -3.046, -1.657], [-0.056, -4.397, -1.879], [-0.719, -5.159, -0.925], [-1.181, -4.545, 0.215], [-0.985, -3.177, 0.410], [-1.519, -2.556, 1.678], [-0.325, -2.448, -0.524], [2.402, -0.846, -1.809], [3.596, -0.256, -2.187], [4.547, -0.010, -1.201], [4.327, -0.473, 0.084], [3.113, -1.067, 0.410], [2.906, -1.754, 1.724], [2.140, -1.166, -0.521], [-4.429, 0.284, -1.294], [-2.960, 0.302, -0.301], [-3.636, -1.242, -0.859], [-4.159, 0.619, -3.644], [-2.706, 0.687, -5.653], [-0.403, -0.283, -5.502], [0.304, -4.848, -2.796], [-0.868, -6.224, -1.077], [-1.703, -5.115, 0.978], [-2.605, -2.679, 1.727], [-1.294, -1.504, 1.752], [-1.093, -3.064, 2.549], [3.786, -0.008, -3.225], [5.479, 0.487, -1.450], [5.105, -0.404, 0.837], [3.416, -1.226, 2.529], [3.331, -2.760, 1.656], [1.850, -1.829, 1.959], [-1.051, 2.009, 3.219], [0.659, 1.155, 3.141], [0.638, -0.089, 4.604], [2.107, 2.333, 3.533], [0.958, 0.326, 1.726], [-1.539, 1.719, 4.147], [-1.613, 1.663, 2.351], [-0.949, 3.092, 3.168], [0.575, 0.452, 5.550], [1.542, -0.692, 4.589], [-0.232, -0.732, 4.499], [1.910, 2.878, 4.456], [2.258, 3.022, 2.709], [2.984, 1.703, 3.656], [-0.936, 2.774, -1.937], [-0.833, 2.697, -0.413], [-1.027, 1.447, 0.176], [-1.931, 3.639, 0.165], [-2.083, 4.745, -0.587], [-1.683, 4.045, 1.430], [-3.108, 2.989, 0.173], [0.575, 3.243, -0.051], [0.790, 4.466, -0.558], [1.526, 2.425, -0.564], [0.804, 3.314, 1.279], [-1.954, 2.542, -2.236], [-0.253, 2.050, -2.380], [-0.688, 3.767, -2.303]], "forces_ev_per_angstrom": [[-0.571, -0.679, 0.377], [0.104, -0.050, -0.091], [0.273, -0.062, 0.130], [-0.139, 0.068, -0.021], [0.066, 0.013, -0.139], [-0.135, -0.022, 0.048], [-0.155, 0.044, 0.095], [-0.173, 0.342, -0.183], [-0.178, 0.098, 0.205], [-0.075, 0.226, 0.363], [0.035, 0.149, -0.059], [-0.033, -0.201, -0.039], [-0.080, -0.016, 0.121], [0.344, 0.154, -0.512], [0.061, -0.211, -0.215], [-0.245, -0.450, 0.518], [0.125, -0.266, 0.214], [-0.058, 0.032, 0.073], [0.047, 0.057, -0.057], [0.102, -0.003, 0.011], [-0.242, -0.054, -0.311], [-0.027, 0.068, -0.015], [0.408, 0.319, -0.093], [0.066, -0.044, -0.020], [0.033, 0.022, 0.024], [0.024, 0.103, -0.027], [0.117, -0.021, 0.026], [0.047, -0.078, 0.113], [-0.004, 0.011, 0.019], [0.023, -0.008, 0.055], [0.008, 0.143, 0.011], [0.062, 0.080, -0.090], [0.092, -0.020, -0.038], [0.145, 0.374, -0.069], [-0.026, 0.015, -0.106], [0.010, -0.017, 0.055], [-0.082, -0.077, 0.012], [-0.091, 0.034, -0.062], [-0.002, -0.005, -0.002], [0.015, 0.030, 0.002], [-0.030, -0.015, -0.018], [-0.016, 0.106, 0.117], [-0.262, -0.194, 0.075], [0.005, 0.003, 0.048], [0.129, 0.092, 0.063], [0.284, -0.197, 0.068], [-0.023, -0.012, 0.057], [0.032, 0.035, 0.102], [0.030, -0.281, 0.119], [-0.005, -0.029, -0.077], [0.066, -0.049, 0.002], [-0.036, -0.062, 0.016], [0.003, -0.038, -0.021], [0.095, -0.070, 0.183], [0.118, 0.014, 0.058], [-0.008, -0.279, -0.055], [0.019, -0.238, 0.276], [0.257, 0.934, -0.561], [-0.020, 0.011, -0.080], [-0.021, -0.156, 0.334], [-0.277, 0.108, -0.633], [0.206, 0.268, 0.015], [0.044, -0.157, -0.202], [0.008, -0.129, 0.228], [-0.234, 0.271, 0.175], [-0.155, 0.122, -0.550], [-0.062, -0.071, -0.068], [-0.035, -0.041, -0.010], [-0.001, -0.044, 0.013]], "lowdin_spin": [1.4296, 0.0000, 0.0085, 0.0030, 0.0007, 0.0017, 0.0055, 0.0864, 0.0081, 0.0042, 0.0039, -0.0045, 0.0043, 0.0045, -0.0010, 0.0961, 0.0067, 0.0009, 0.0059, 0.0018, 0.0132, 0.0016, 0.0722, -0.0001, -0.0006, 0.0002, 0.0006, 0.0000, 0.0003, 0.0006, -0.0002, 0.0009, -0.0002, -0.0010, -0.0002, 0.0001, 0.0003, 0.0006, 0.0000, 0.0007, -0.0003, -0.0008, 0.0144, 0.0040, 0.0058, 0.0812, -0.0001, 0.0000, -0.0001, 0.0008, 0.0000, 0.0000, 0.0012, 0.0000, 0.0000, 0.0001, 0.0129, 0.1134, 0.0033, 0.0014, 0.0004, 0.0009, 0.0018, 0.0009, 0.0040, 0.0000, 0.0001, -0.0003, -0.0002], "total_charge": 1, "homo_lumo_gap_ev": [7.903, 8.270], "multiplicity": 3, "e_homo_ha": [-0.38554, -0.42381], "s_squared": 2.008, "lumo_ev": [-2.59, -3.26]}